1.
DFT (ωB97M-V with the def2-TZVPD basis set) results for an isolated molecule of C5H4.

Calculated values
Orbital gap (alpha / beta): 7.4 / 7.4 eV
ΔE to the lowest compared entry with this formula, charge and spin: 372.1 kJ/mol
LUMO (alpha / beta): -0.46 / -0.27 eV
Multiplicity: 1
Net charge: 0

Geometry as XYZ:
```
9
C5H4 | the Open Molecules 2025 dataset | ωB97M-V with the def2-TZVPD basis set
C 2.1193 -0.6019 0.4686
C 1.1383 0.0415 -0.0584
C -0.0969 0.5542 -0.4558
C -1.3515 -0.0328 -0.1497
C -2.4400 -0.4788 0.1279
H 2.9229 -1.2193 0.0863
H 1.2088 1.0613 0.4765
H -0.1046 1.5545 -0.8794
H -3.3965 -0.8786 0.3839
```

=====

2.
DFT (ωB97M-V with the def2-TZVPD basis set) results for an isolated molecule of C3H6N2O.

Calculated values
Orbital gap: 10.9 eV
SMILES: C/N=C\NC=O
ΔE to the lowest compared entry with this formula, charge and spin: 284.2 kJ/mol
LUMO: 0.94 eV
Multiplicity: 1
Net charge: 0

Geometry as XYZ:
```
12
C3H6N2O | the Open Molecules 2025 dataset | ωB97M-V with the def2-TZVPD basis set
C 1.3344 -0.4675 0.4319
N 0.7535 -1.0565 -1.0256
C -0.2476 -0.3491 -1.3287
N -0.5708 0.6824 -0.4222
C -1.4167 0.4903 0.6156
O -1.5520 1.2734 1.5300
H 1.0586 0.3977 1.1149
H 1.1602 -1.3442 1.0354
H 2.3611 -0.2920 0.1554
H -0.9247 -0.3713 -2.1905
H 0.0067 1.5063 -0.4443
H -1.9626 -0.4696 0.5282
```

=====

3.
DFT (ωB97M-V with the def2-TZVPD basis set) results for C19H20N2O4PtSSeTe as an isolated structure.

Calculated values
Orbital gap: 5.9 eV
ΔE to the lowest compared entry with this formula, charge and spin: 24.2 kJ/mol
LUMO: 4.17 eV
Multiplicity: 1
Net charge: -2

Geometry as XYZ:
```
49
C19H20N2O4PtSSeTe | the Open Molecules 2025 dataset | ωB97M-V with the def2-TZVPD basis set
Pt -0.8225 0.8442 0.1087
C -2.1201 6.4918 0.7743
C -1.6940 5.0977 1.1554
C -2.5848 4.0314 1.1181
C -2.2040 2.7718 1.5644
C -0.9142 2.5815 2.0664
C -0.0142 3.6381 2.1007
C -0.4035 4.8801 1.6319
S -0.5352 1.0172 2.8974
O 0.3256 1.3792 4.0123
O -1.8317 0.4894 3.2603
N 0.1672 0.0271 1.8534
C 1.6040 0.0141 1.8574
C 2.2128 1.0649 0.8787
O 3.4465 1.1356 0.8460
O 1.3710 1.7606 0.2306
H -3.0737 6.4758 0.2492
H -1.3749 6.9562 0.1269
H -2.2214 7.1085 1.6724
H -3.5933 4.1927 0.7550
H -2.9153 1.9605 1.6531
H 0.9682 3.4765 2.5215
H 0.2936 5.7113 1.6607
H 1.9850 -0.9598 1.5414
H 1.9901 0.2590 2.8472
Se -3.0650 -3.4274 -0.0388
C -2.5967 -1.7320 0.0658
N -2.3737 -0.5887 0.1093
C -4.4613 6.9928 -2.8983
C -3.6214 5.7573 -2.7014
C -4.1895 4.5201 -2.4460
C -3.4131 3.3731 -2.2859
C -4.0997 2.0611 -2.0253
C -2.0180 3.4589 -2.3758
Te -0.8149 1.6866 -2.3434
C -1.4299 4.7167 -2.5891
C 0.0660 4.8822 -2.5951
C -2.2355 5.8352 -2.7613
H -5.5192 6.7805 -2.7398
H -4.3402 7.3883 -3.9099
H -4.1613 7.7779 -2.1994
H -5.2702 4.4324 -2.3722
H -5.1411 2.2177 -1.7359
H -3.5906 1.5056 -1.2368
H -4.0725 1.4389 -2.9230
H 0.4591 4.6530 -1.6013
H 0.3497 5.8997 -2.8726
H 0.5303 4.1786 -3.2842
H -1.7723 6.8006 -2.9498
```

=====

4.
DFT (ωB97M-V with the def2-TZVPD basis set) results for C27H37BaBrN2O2PS3Si as an isolated structure.

Calculated values
Orbital gap: 5.6 eV
ΔE to the lowest compared entry with this formula, charge and spin: 81.5 kJ/mol
LUMO: 2.11 eV
Multiplicity: 1
Net charge: -1

Geometry as XYZ:
```
75
C27H37BaBrN2O2PS3Si | the Open Molecules 2025 dataset | ωB97M-V with the def2-TZVPD basis set
Ba -0.4103 -0.8887 0.9651
O -7.1749 -1.1110 -2.1200
C -5.8896 -1.0199 -1.6888
C -5.4552 -1.5777 -0.4963
C -4.1286 -1.4245 -0.1433
N -3.2431 -0.7588 -0.9014
C -3.6852 -0.2657 -2.0351
Br -2.4140 0.6395 -3.1266
C -4.9874 -0.3412 -2.4938
H -7.6806 -1.6328 -1.4873
H -6.1297 -2.1378 0.1422
H -3.7410 -1.8520 0.7793
H -5.2970 0.0937 -3.4332
S -2.8970 -5.2636 1.9395
C -2.1434 -3.8186 1.5513
S -2.2900 -2.4382 2.6359
S -1.2496 -3.6395 0.0646
C 2.4730 -2.1961 2.2810
Si 2.6836 -0.3645 2.6782
C 4.3267 0.1540 1.9016
C 2.9008 -0.2989 4.5437
N 1.3336 0.4961 2.0878
C 1.0721 1.8134 2.3721
C 1.9773 2.6976 3.0138
C 1.6752 4.0154 3.3134
C 0.4322 4.5428 2.9937
C -0.4847 3.7218 2.3513
C -0.1662 2.4159 2.0305
O -1.1308 1.5962 1.3814
C -2.0160 2.2386 0.5206
C -3.3635 1.9758 0.6694
C -4.2752 2.5755 -0.1896
C -3.8375 3.4431 -1.1799
C -2.4769 3.6989 -1.3158
C -1.5605 3.0940 -0.4716
H 3.3796 -2.7226 2.5945
H 2.3368 -2.4023 1.2122
H 1.6331 -2.6520 2.8219
H 5.0829 -0.6270 2.0447
H 4.7159 1.0772 2.3436
H 4.2140 0.3280 0.8257
H 3.7091 -0.9694 4.8577
H 1.9774 -0.6327 5.0301
H 3.1279 0.7040 4.9159
H 2.9565 2.3095 3.2730
H 2.4191 4.6335 3.8041
H 0.1731 5.5648 3.2366
H -1.4629 4.1062 2.0914
H -3.6840 1.3004 1.4544
H -5.3313 2.3576 -0.0815
H -4.5496 3.9114 -1.8487
H -2.1240 4.3627 -2.0961
H -0.4992 3.2916 -0.5631
C 4.6759 -2.4655 -2.3771
C 3.6771 -2.3563 -1.2269
P 2.0508 -1.5761 -1.6091
C 1.4939 -2.6248 -3.0212
C 0.0089 -2.4386 -3.3408
C 2.5995 -0.0160 -2.4450
C 1.5204 1.0708 -2.3905
H 5.5981 -2.9415 -2.0367
H 4.9400 -1.4834 -2.7745
H 4.2785 -3.0649 -3.1980
H 4.1088 -1.7873 -0.3988
H 3.4478 -3.3475 -0.8264
H 1.6800 -3.6606 -2.7258
H 2.1106 -2.4122 -3.8986
H -0.6154 -2.7443 -2.4979
H -0.2805 -3.0355 -4.2095
H -0.2236 -1.3974 -3.5668
H 2.8886 -0.2272 -3.4779
H 3.4916 0.3314 -1.9161
H 0.5815 0.7280 -2.8292
H 1.8308 1.9696 -2.9292
H 1.3158 1.3557 -1.3542
```

=====

Number 1: molecular weight 64.1 g/mol. Number 2: molecular weight 86.1 g/mol. Number 3: molecular weight 774.1 g/mol. Number 4: molecular weight 794.1 g/mol.